18
Properties=species:S:1:pos:R:3:forces:R:3:nbo_charge:R:1 method="wB97M-V/def2-TZVPD" relative_energy_kj_mol=54.3 total_charge=-1 spin_multiplicity=1
C 2.690 -1.407 0.621 -0.26 -0.15 -0.33 -0.62
C 2.365 -0.101 1.337 -0.24 0.06 0.09 -0.52
S 1.016 0.726 0.430 0.26 0.13 0.41 -0.73
H 2.805 -1.183 -0.455 0.04 -0.27 0.38 0.20
H 1.800 -2.074 0.733 0.77 0.36 -0.17 0.20
H 3.597 -1.904 0.996 -0.11 -0.06 0.02 0.16
H 3.217 0.589 1.420 0.06 -0.37 -0.09 0.17
H 2.065 -0.374 2.363 -0.01 0.32 -0.16 0.16
C -2.968 0.389 0.802 1.05 -0.20 -1.04 -0.45
C -2.038 0.478 -0.196 -1.06 1.64 0.56 -0.17
C -2.034 -0.258 -1.456 0.34 -0.66 -0.80 -0.25
C -0.980 -0.276 -2.318 -1.37 -0.35 0.53 -0.36
H -3.830 -0.292 0.696 0.51 0.24 0.25 0.17
H -2.807 0.925 1.756 -0.29 -0.28 -0.78 0.20
H -1.272 1.275 -0.156 -0.34 -0.83 0.44 0.24
H -2.925 -0.886 -1.663 0.73 0.05 0.23 0.18
H -0.942 -1.066 -3.090 -0.12 0.82 0.18 0.18
H -0.155 0.426 -2.226 0.05 -0.43 0.27 0.23

---

98
Properties=species:S:1:pos:R:3:forces:R:3:mulliken_charge:R:1 method="wB97M-V/def2-TZVPD" relative_energy_kj_mol=682.5 total_charge=+1 spin_multiplicity=1
C 1.739 2.031 -0.614 -0.02 0.80 -0.81 -0.16
C -0.071 1.794 -2.177 0.63 0.05 0.46 0.24
C 2.278 3.113 -1.303 -0.29 -0.47 0.41 -0.85
C 0.446 2.944 -2.878 0.15 0.25 0.15 -1.27
C 1.592 3.579 -2.456 -0.37 -0.33 -0.03 -0.91
H 3.195 3.590 -0.948 -0.35 -0.18 -0.14 0.52
H -0.092 3.285 -3.767 0.22 -0.12 0.33 0.53
H 1.978 4.443 -3.010 -0.17 -0.38 0.22 0.42
N 0.599 1.393 -1.007 1.90 2.44 -2.92 0.80
P 1.134 0.937 1.876 2.99 1.75 3.46 0.25
P -1.501 -0.514 -1.917 -1.84 -0.70 -3.81 1.22
C 2.417 1.501 0.632 -0.25 -0.48 0.03 -1.00
H 2.985 0.593 0.366 -0.14 0.37 0.07 0.34
H 3.132 2.237 1.036 -0.40 -0.32 -0.08 0.53
C -1.253 -1.545 1.257 -2.51 -5.77 3.03 -1.06
O -1.794 -2.416 1.834 -0.43 -0.25 0.48 -0.47
C -1.181 1.076 -2.639 0.13 -0.27 0.47 -1.46
H -1.622 1.376 -3.596 0.12 -0.18 0.47 0.32
C -0.648 -1.799 -3.094 0.07 0.09 0.13 2.06
C -3.392 -0.825 -2.022 0.03 0.08 0.00 1.84
C 2.090 -0.154 3.171 0.38 0.17 0.07 2.26
C 0.573 2.583 2.683 -0.02 -0.06 -0.18 1.97
C -0.542 -3.170 -2.398 -0.01 -0.08 0.02 -1.38
H -1.519 -3.674 -2.337 0.42 0.17 -0.01 0.27
H 0.132 -3.830 -2.976 -0.22 0.25 0.20 0.59
H -0.153 -3.075 -1.372 -0.16 -0.14 -0.33 0.01
C -1.328 -1.968 -4.465 -0.13 0.02 -0.07 -1.87
H -2.303 -2.477 -4.397 0.42 0.19 -0.04 0.32
H -1.467 -0.995 -4.967 0.07 -0.37 0.17 0.36
H -0.677 -2.586 -5.114 -0.22 0.25 0.29 0.51
C 0.756 -1.212 -3.363 0.07 0.01 -0.08 -1.50
H 1.376 -1.972 -3.878 -0.28 0.33 0.21 0.63
H 0.687 -0.326 -4.012 0.04 -0.34 0.23 0.31
H 1.268 -0.902 -2.440 -0.09 -0.09 -0.41 0.11
C -3.712 -2.318 -1.819 -0.03 -0.09 -0.04 -1.90
H -3.240 -2.708 -0.901 -0.17 0.09 -0.30 0.24
H -4.807 -2.438 -1.713 0.44 0.08 -0.04 0.53
H -3.395 -2.940 -2.672 -0.16 0.28 0.36 0.31
C -4.083 -0.038 -0.897 -0.30 -0.13 -0.06 -1.60
H -3.800 -0.417 0.097 -0.24 0.03 -0.54 0.17
H -3.845 1.036 -0.951 -0.29 -0.63 -0.18 0.18
H -5.177 -0.155 -1.007 0.44 0.02 0.01 0.70
C -3.972 -0.310 -3.356 0.00 0.06 -0.11 -1.71
H -3.552 -0.811 -4.239 -0.20 0.21 0.36 0.30
H -5.065 -0.486 -3.358 0.44 0.06 0.03 0.51
H -3.808 0.776 -3.458 -0.09 -0.40 0.03 0.34
C -0.569 2.268 3.672 0.02 0.08 0.11 -0.96
H -0.934 3.213 4.115 0.16 -0.35 -0.16 0.52
H -1.417 1.779 3.172 0.45 0.30 0.31 -0.07
H -0.231 1.620 4.498 -0.18 0.26 -0.33 0.15
C 0.065 3.503 1.546 -0.02 0.10 0.00 -1.28
H 0.906 3.938 0.983 -0.32 -0.13 0.22 0.27
H -0.590 2.994 0.829 0.47 0.30 0.38 -0.22
H -0.507 4.331 2.003 0.22 -0.28 -0.18 0.73
C 1.697 3.368 3.399 0.09 0.02 0.07 -1.67
H 1.351 4.409 3.540 0.10 -0.39 -0.08 0.51
H 1.940 2.968 4.392 -0.13 0.18 -0.42 0.41
H 2.622 3.413 2.798 -0.35 0.01 0.25 0.19
C 3.419 -0.636 2.559 -0.10 0.01 0.00 -0.99
H 4.129 0.194 2.405 -0.25 -0.29 0.07 0.27
H 3.891 -1.358 3.253 -0.18 0.26 -0.27 0.76
H 3.264 -1.144 1.597 0.00 0.36 0.54 -0.91
C 1.187 -1.372 3.452 0.03 0.04 0.02 -1.58
H 1.008 -1.959 2.538 0.07 0.08 0.29 0.09
H 1.674 -2.023 4.203 -0.24 0.24 -0.33 0.61
H 0.202 -1.068 3.845 0.32 -0.10 -0.06 0.29
C 2.437 0.519 4.513 0.01 0.02 0.12 -1.99
H 3.173 1.328 4.393 -0.27 -0.34 0.03 0.38
H 1.552 0.913 5.034 0.38 -0.17 -0.16 0.32
H 2.891 -0.248 5.169 -0.18 0.29 -0.24 0.53
Pb -0.384 -0.146 0.257 -0.61 4.34 -1.94 3.92
N 1.239 -1.453 -0.133 5.42 -4.47 -1.16 -1.02
C 2.100 -2.221 -0.341 -1.68 1.63 0.38 0.17
C 3.195 -3.175 -0.603 0.42 -0.44 -0.08 1.73
C 3.581 -3.119 -2.102 -0.11 0.12 -0.08 -1.41
C 4.412 -2.767 0.268 0.06 -0.13 0.07 -1.72
C 2.712 -4.604 -0.242 -0.15 0.00 0.06 -1.54
H 2.732 -3.408 -2.740 0.33 0.08 0.24 0.18
H 3.907 -2.107 -2.389 -0.09 -0.34 0.06 0.34
H 4.412 -3.824 -2.279 -0.36 0.30 0.14 0.48
H 4.168 -2.811 1.342 0.20 -0.15 -0.55 0.42
H 5.245 -3.463 0.070 -0.40 0.26 -0.01 0.49
H 4.743 -1.744 0.024 -0.06 -0.38 0.08 0.34
H 3.526 -5.319 -0.450 -0.32 0.35 0.08 0.42
H 2.442 -4.679 0.823 0.10 0.03 -0.35 0.37
H 1.835 -4.885 -0.847 0.34 0.09 0.22 0.33
N -4.579 5.170 -0.299 0.34 -0.88 0.42 -0.53
C -4.198 4.196 0.196 -0.10 0.91 -0.54 -0.42
C -3.733 2.995 0.831 0.46 -0.44 -0.05 0.33
C -4.452 2.483 1.908 -0.15 0.14 -0.02 -0.79
C -4.041 1.303 2.487 0.54 -0.18 -0.16 -1.08
C -2.923 0.644 1.988 -0.17 1.91 -0.74 -0.73
N -2.171 1.119 0.913 -4.23 2.23 1.47 1.01
C -2.609 2.301 0.342 -0.47 -0.94 1.50 -0.66
H -5.327 2.986 2.295 0.02 0.15 -0.15 0.56
H -4.582 0.891 3.331 0.11 -0.05 -0.11 0.53
H -2.681 -0.241 2.539 0.68 -0.55 -0.46 0.37
H -2.109 2.699 -0.533 0.23 -0.36 -0.02 0.00

---

20
Properties=species:S:1:pos:R:3:forces:R:3:nbo_charge:R:1 method="wB97M-V/def2-TZVPD" total_energy_ha=-2233.38857 total_charge=0 spin_multiplicity=1
C -2.260 0.450 -0.822 -0.21 0.27 -0.04 -0.68
C -0.920 0.230 -0.246 0.12 -0.80 -0.73 0.27
C -0.055 -0.751 -0.522 2.22 0.48 1.55 -0.43
S -0.187 -2.067 -1.650 -0.09 0.08 -0.22 2.15
O 1.035 -2.792 -1.717 -0.03 0.18 0.28 -0.87
O -0.847 -1.638 -2.839 -0.08 0.06 0.23 -0.88
Cl -1.521 -3.249 -0.644 -0.05 -0.10 -0.01 -0.24
C 1.276 -0.442 0.332 -2.20 -0.62 -1.89 -0.02
Cl 2.505 0.196 -0.844 0.27 0.06 0.14 -0.08
N 0.721 0.507 1.221 0.53 -0.33 -0.06 -0.26
C 1.555 1.253 2.129 0.04 -0.03 0.25 -0.42
N -0.408 1.086 0.751 -0.46 0.64 0.52 -0.17
Cl -0.101 2.716 -0.140 0.01 -0.17 -0.11 -0.05
H -2.737 1.300 -0.344 -0.07 0.00 -0.02 0.25
H -2.868 -0.444 -0.686 -0.03 -0.01 0.06 0.25
H -2.184 0.624 -1.894 0.01 0.05 -0.04 0.26
H 1.717 -1.301 0.824 0.04 0.06 0.07 0.24
H 0.991 2.105 2.492 -0.01 0.03 0.05 0.24
H 1.827 0.614 2.971 0.04 0.07 -0.02 0.21
H 2.461 1.601 1.628 -0.05 0.07 -0.03 0.22

---

97
Properties=species:S:1:pos:R:3:forces:R:3:mulliken_charge:R:1 method="wB97M-V/def2-TZVPD" relative_energy_kj_mol=113.2 total_charge=-2 spin_multiplicity=1
Y 0.195 -0.272 -0.013 0.08 -0.43 0.55 -0.01
O 1.023 1.510 1.338 -0.61 -0.54 -0.36 -0.66
C 1.659 2.602 1.154 0.42 0.44 0.04 0.59
C 1.354 3.747 1.951 -0.05 -0.21 0.11 -0.95
C 1.929 4.975 1.732 0.00 0.05 0.04 -0.25
C 2.891 5.137 0.737 0.19 0.29 -0.07 -0.81
C 3.295 4.032 0.016 -0.01 -0.04 -0.01 -0.57
C 2.724 2.773 0.198 -0.49 0.25 0.50 0.88
C 3.293 1.632 -0.462 0.28 -0.78 -0.22 -1.05
N 2.726 0.483 -0.467 -0.33 0.09 0.15 1.29
N 3.454 -0.583 -0.947 0.37 -0.31 -0.24 -1.23
C 3.001 -1.709 -0.424 0.55 1.04 0.00 0.17
O 2.078 -1.796 0.437 -0.85 0.06 -0.17 -0.56
C 3.606 -2.954 -0.977 0.01 -0.37 -0.02 0.64
C 4.752 -2.940 -1.766 -0.02 0.08 0.07 -0.44
C 5.193 -4.104 -2.371 0.13 -0.08 -0.08 -0.59
C 4.493 -5.288 -2.205 0.00 -0.15 0.01 -0.37
C 3.367 -5.315 -1.397 0.05 -0.20 -0.10 -0.67
C 2.930 -4.158 -0.783 0.04 0.23 0.18 -0.36
H 0.625 3.611 2.742 -0.05 -0.05 -0.03 0.29
H 1.640 5.824 2.345 -0.01 -0.05 -0.01 0.39
H 3.337 6.110 0.565 0.02 -0.04 -0.04 0.35
H 4.078 4.137 -0.727 0.05 -0.04 -0.04 0.36
H 4.304 1.741 -0.883 -0.18 -0.12 0.02 0.19
H 5.269 -2.003 -1.905 0.03 0.09 -0.04 0.46
H 6.084 -4.100 -2.987 0.01 0.09 -0.03 0.38
H 4.818 -6.192 -2.707 0.05 -0.01 0.01 0.37
H 2.825 -6.241 -1.262 -0.06 -0.01 0.03 0.40
H 2.047 -4.152 -0.161 -0.15 0.02 0.08 0.31
N -2.302 -0.569 -1.287 0.22 0.16 0.15 -0.35
C -2.935 -1.710 -0.634 0.18 -0.54 -0.12 -0.34
C -1.882 -2.867 -0.557 -1.20 0.34 -0.21 0.21
O -2.296 -4.023 -0.591 -0.10 -0.33 0.11 -0.83
O -0.684 -2.488 -0.494 0.95 0.68 0.28 -0.23
H -2.927 0.229 -1.331 0.21 -0.03 -0.04 0.09
H -2.044 -0.823 -2.240 0.08 0.21 0.16 0.24
H -3.831 -2.076 -1.162 0.23 -0.02 0.19 0.41
H -3.206 -1.431 0.389 0.02 -0.02 -0.04 0.11
N 1.171 -1.952 -2.565 -0.01 0.14 0.31 0.32
C 0.541 -1.792 -3.759 -0.12 0.18 -0.20 0.40
C 0.067 -2.891 -4.481 -0.05 -0.05 0.14 -0.55
C -0.493 -2.733 -5.733 0.02 -0.03 -0.05 -0.59
C -0.593 -1.468 -6.286 -0.12 -0.01 -0.23 -0.77
C -0.178 -0.370 -5.547 -0.05 -0.13 -0.11 -0.93
C 0.377 -0.491 -4.277 -0.12 -0.25 -0.10 0.11
C 0.722 0.750 -3.536 -0.06 0.21 0.24 1.38
C 1.321 1.745 -4.320 0.15 -0.22 -0.06 -0.76
C 1.473 3.037 -3.865 0.03 0.18 0.03 -1.33
C 0.948 3.348 -2.625 -0.03 0.26 0.00 -0.67
C 0.411 2.346 -1.833 -0.19 -0.34 -0.07 0.42
C 0.328 0.980 -2.182 0.19 0.48 -0.59 0.93
H 1.257 -2.871 -2.166 -0.03 0.10 -0.04 -0.14
H 1.862 -1.262 -2.309 0.15 -0.06 -0.10 0.17
H 0.152 -3.875 -4.040 0.06 -0.09 0.04 0.43
H -0.832 -3.602 -6.287 -0.03 -0.01 0.03 0.36
H -1.011 -1.334 -7.277 -0.03 0.03 0.02 0.35
H -0.307 0.618 -5.969 -0.02 0.08 0.07 0.47
H 1.690 1.492 -5.310 -0.05 -0.05 0.02 0.53
H 1.971 3.785 -4.474 -0.04 0.00 0.02 0.32
H 0.981 4.368 -2.262 0.02 0.08 0.11 0.48
H 0.025 2.664 -0.874 0.19 -0.08 0.10 -0.48
C -2.343 -3.301 3.299 0.41 0.63 -0.07 -1.30
Si -0.768 -2.208 3.004 -0.04 -1.23 0.92 0.30
C 0.407 -3.478 2.212 -0.30 0.60 -0.02 -1.04
C 0.101 -1.994 4.730 -0.48 0.19 -0.56 -1.38
N -1.128 -0.723 2.195 0.69 -0.41 -0.83 1.02
C -1.961 0.177 2.768 -0.06 0.19 -0.07 -0.18
C -2.546 0.020 4.048 0.09 -0.07 -0.07 -0.80
C -3.374 0.946 4.643 -0.19 0.23 0.16 -1.23
C -3.682 2.128 3.994 -0.05 0.01 0.08 -1.01
C -3.167 2.321 2.718 -0.03 0.18 -0.16 -0.92
C -2.357 1.381 2.113 -0.09 -0.03 0.17 0.95
O -1.915 1.572 0.795 0.08 -0.20 0.18 1.57
C -2.356 2.725 0.194 -0.13 0.61 -0.55 -0.57
C -1.601 3.893 0.275 -0.05 -0.37 0.22 0.46
C -2.015 5.040 -0.376 -0.04 0.02 0.07 -0.61
C -3.196 5.044 -1.100 -0.04 0.12 -0.08 -0.64
C -3.959 3.892 -1.172 -0.08 0.06 0.00 -0.87
C -3.547 2.738 -0.527 0.24 -0.30 0.16 -0.10
H -2.090 -4.204 3.850 0.18 -0.15 0.13 0.37
H -2.738 -3.614 2.337 -0.05 -0.06 -0.29 0.31
H -3.142 -2.798 3.836 -0.16 0.13 0.09 0.38
H 0.480 -4.367 2.841 -0.20 0.07 0.29 0.63
H 1.399 -3.061 2.095 0.20 0.00 -0.07 0.21
H 0.046 -3.783 1.238 0.00 -0.06 -0.25 0.08
H 0.404 -2.958 5.132 0.01 -0.25 -0.06 0.35
H -0.508 -1.502 5.482 -0.11 0.13 0.15 0.37
H 0.998 -1.395 4.600 0.22 0.15 -0.07 0.30
H -2.327 -0.882 4.588 0.04 -0.14 0.10 0.24
H -3.786 0.744 5.627 0.06 -0.02 -0.01 0.36
H -4.308 2.885 4.448 -0.03 -0.01 0.01 0.38
H -3.418 3.229 2.184 0.01 -0.06 0.06 0.42
H -0.688 3.884 0.853 0.03 -0.01 0.00 -0.05
H -1.415 5.937 -0.304 0.06 0.01 -0.02 0.44
H -3.519 5.942 -1.608 -0.03 0.05 -0.04 0.36
H -4.892 3.894 -1.720 -0.02 -0.04 -0.06 0.39
H -4.153 1.845 -0.572 -0.05 -0.11 0.06 0.54

---

22
Properties=species:S:1:pos:R:3:forces:R:3:nbo_charge:R:1 method="wB97M-V/def2-TZVPD" s2=0.7545 relative_energy_kj_mol=634.1 total_charge=+2 spin_multiplicity=2
N -1.145 -0.879 1.405 2.02 -1.10 -3.17 -0.19
C 0.300 -0.564 1.430 -0.15 2.30 0.03 -0.11
C 0.809 -0.375 2.872 -0.18 -0.74 0.24 -0.61
C 0.469 0.828 0.715 -0.50 -1.43 0.02 -0.39
N -0.217 0.885 -0.526 0.02 0.81 1.05 0.17
C -0.416 2.149 -0.971 1.35 1.05 -0.41 -0.55
C 0.136 -1.709 -4.078 -0.09 -0.14 0.36 -0.85
H 0.231 -0.653 -3.822 -0.24 0.04 0.01 0.18
H -1.582 -0.358 0.633 -0.95 0.43 0.86 0.40
H -1.377 -1.861 1.181 -0.26 -0.21 1.38 0.44
H 0.868 -1.281 0.820 -0.37 -0.69 0.42 0.31
H 1.823 0.012 2.953 0.13 -0.15 -0.47 0.28
H 0.157 0.344 3.346 -0.23 0.11 0.33 0.24
H 0.751 -1.332 3.386 0.04 0.08 0.21 0.28
H 0.099 1.663 1.328 0.24 0.15 0.14 0.31
H 1.552 1.014 0.569 0.01 0.21 -0.15 0.37
H 0.105 2.967 -0.465 -0.41 -0.07 0.62 0.25
H 0.120 2.207 -1.972 -0.75 -0.54 -0.45 0.43
H -1.480 2.335 -1.203 -0.05 -0.24 -0.68 0.38
H -0.869 -1.971 -4.401 0.01 0.31 -0.28 0.23
H 0.312 -2.326 -3.195 0.35 0.04 -0.06 0.19
H 0.867 -1.915 -4.854 -0.04 -0.22 0.01 0.25

---

15
Properties=species:S:1:pos:R:3:forces:R:3:nbo_charge:R:1 method="wB97M-V/def2-TZVPD" relative_energy_kj_mol=19.4 total_charge=0 spin_multiplicity=1
C -2.179 0.426 0.284 -0.02 0.05 0.04 -0.61
C -1.227 -0.379 -0.594 -0.08 -0.11 -0.06 -0.23
N 0.142 0.099 -0.492 0.08 -0.03 0.04 -0.62
C 1.101 -0.552 0.232 -0.04 -0.03 -0.08 0.68
C 2.470 0.115 0.264 -0.03 -0.09 0.06 -0.71
O 0.889 -1.619 0.786 0.09 0.32 -0.12 -0.63
H -3.208 0.062 0.196 0.18 0.04 -0.01 0.21
H -2.164 1.482 -0.009 -0.05 -0.11 0.07 0.20
H -1.875 0.359 1.334 -0.05 0.00 -0.14 0.22
H -1.223 -1.430 -0.300 0.05 0.15 -0.01 0.23
H -1.542 -0.332 -1.644 0.05 0.01 0.15 0.19
H 0.348 1.005 -0.882 0.10 -0.11 0.09 0.39
H 3.080 -0.274 -0.559 -0.15 0.07 0.11 0.24
H 2.957 -0.169 1.199 -0.07 0.08 -0.14 0.24
H 2.430 1.208 0.186 -0.06 -0.23 -0.01 0.21

---

22
Properties=species:S:1:pos:R:3:forces:R:3:nbo_charge:R:1 method="wB97M-V/def2-TZVPD" relative_energy_kj_mol=260.7 total_charge=+1 spin_multiplicity=1
C 3.644 0.057 -0.177 -4.14 -0.24 -1.20 -0.19
C 2.503 0.062 -0.550 0.23 -0.22 -0.04 0.01
C 1.119 0.099 -1.046 0.65 -0.99 1.07 -0.52
C 0.078 -0.140 0.096 -1.05 2.60 -1.04 0.14
C 0.468 0.944 1.203 2.81 -2.44 -3.04 -0.61
N -0.157 -1.619 0.481 1.01 0.98 -2.69 -0.54
C -1.572 -1.928 0.109 -1.13 0.13 -0.28 -0.07
C -2.205 -0.866 -0.481 0.29 -2.91 1.31 -0.15
C -1.331 0.223 -0.491 2.45 3.43 -1.13 -0.10
C -1.500 1.434 -1.076 -2.05 -0.33 -0.31 -0.31
H 4.589 0.232 0.039 3.85 0.37 1.06 0.23
H 1.029 -0.583 -1.866 -0.30 -0.71 -0.53 0.25
H 0.944 1.069 -1.482 -0.26 0.35 0.08 0.27
H 1.390 0.656 1.699 -0.22 -0.36 0.63 0.25
H -0.331 1.138 1.781 -2.45 0.98 2.23 0.23
H 0.861 1.778 0.608 -0.80 0.16 0.26 0.25
H 0.554 -2.185 -0.078 -1.12 0.52 1.03 0.45
H 0.051 -1.689 1.441 0.20 -0.63 1.67 0.44
H -1.903 -2.941 0.401 0.11 0.83 -0.45 0.26
H -3.230 -0.812 -0.854 0.43 -0.34 0.25 0.28
H -0.831 2.277 -1.071 0.66 -0.25 0.29 0.22
H -2.434 1.756 -1.623 0.82 -0.91 0.83 0.23

---

6
Properties=species:S:1:pos:R:3:forces:R:3:nbo_charge:R:1 method="wB97M-V/def2-TZVPD" relative_energy_kj_mol=178.5 total_charge=-1 spin_multiplicity=1
C -0.140 -0.056 -1.265 -0.01 0.58 0.80 -0.67
C 0.220 0.226 1.619 2.25 0.72 -0.32 0.48
O 1.348 0.546 1.565 -1.65 -0.54 -0.10 -0.50
S -1.217 -0.127 2.130 -0.66 -0.22 0.12 -0.09
S 0.221 -1.389 -2.137 0.05 -0.34 -0.38 -0.30
H -0.432 0.801 -1.913 0.02 -0.21 -0.12 0.09

---

Molecular weight values (in g/mol) by entry order: 115.2, 817.0, 265.5, 825.8, 103.2, 87.1, 134.2, 105.2.